Record 1
The following is a DFT calculation (ωB97M-V/def2-TZVPD) of C5H6AgFO3 as an isolated structure at a distorted geometry.

Geometry (Å):
O: 1.3301 -0.1460 -0.8899
Ag: 2.2182 -3.2386 1.1486
O: 1.6599 -1.0607 1.1327
C: 1.3269 -0.1226 0.4566
O: 0.9057 1.0328 0.9174
C: 0.5235 1.8963 -0.1688
H: -0.5235 2.1865 -0.0222
H: 1.1744 2.7795 -0.1857
C: 0.7402 1.0030 -1.3620
F: 1.3849 1.4919 -2.4086
H: -1.8074 -0.1596 -1.1039
C: -1.8012 -1.0499 -0.4300
C: -1.8767 -0.9187 0.8924
H: -1.4736 -1.9813 -0.8981
H: -1.5716 -1.7250 1.5640
H: -2.2099 0.0123 1.3573

Summary:
expectation value of S²: 0.752
LUMO level (alpha / beta): -5.906 / -5.905 eV
spin multiplicity: 2
total energy: -18131.136 eV
relative energy (zero: lowest compared OMol25 entry of this formula, charge and spin): 0.0 kcal/mol
charge: +1

***

Record 2
The following is a DFT calculation (ωB97M-V/def2-TZVPD) of a 5-piece molecular cluster, C24H57B2IN3O17S4 overall at a distorted geometry.

Geometry (Å):
C: 4.9064 -1.5828 2.5349
C: 5.8425 -2.6264 1.9127
C: 5.2939 -4.0483 1.9305
I: 6.4484 -5.3566 0.6857
N: 3.8862 -4.1962 1.6620
C: 3.1642 -3.6529 0.6809
N: 1.8400 -3.8119 0.7415
C: 0.9892 -3.4198 -0.3962
C: -0.4842 -3.3828 0.0354
C: -0.8852 -2.4731 1.2276
O: 0.0720 -1.4199 1.4827
C: 0.4826 -1.2553 2.7676
C: 0.2969 0.1037 3.2953
O: 0.9905 -2.2044 3.3468
C: 1.4959 -2.1621 -1.1412
C: 2.8364 -1.7297 -0.5863
B: 3.5796 -0.6216 -1.4776
C: 4.0944 0.7028 -0.8507
O: 3.7640 -0.8984 -2.8147
N: 3.7513 -2.9065 -0.3008
B: 4.3063 -3.6263 -1.5228
O: 3.6042 -4.6705 -2.0722
O: 5.4823 -3.2427 -2.0572
H: 3.9690 -2.0080 2.8806
H: 4.6823 -0.7988 1.8132
H: 5.3866 -1.0893 3.3754
H: 6.7897 -2.6664 2.4448
H: 6.0906 -2.3481 0.8919
H: 5.4424 -4.4790 2.9141
H: 3.3762 -4.7941 2.2922
H: 1.4703 -3.5841 1.6721
H: 1.0739 -4.2441 -1.1005
H: -0.7848 -4.4014 0.2735
H: -1.0629 -3.0980 -0.8397
H: -1.8260 -1.9704 1.0310
H: -1.0299 -3.0679 2.1267
H: 0.1745 0.0477 4.3715
H: 1.1866 0.6934 3.0691
H: -0.5686 0.5827 2.8578
H: 0.7934 -1.3365 -1.0320
H: 1.5444 -2.3793 -2.2089
H: 2.6445 -1.2908 0.3888
H: 3.5571 0.9205 0.0714
H: 5.1530 0.6373 -0.5917
H: 3.9669 1.5333 -1.5429
H: 2.9931 -0.8474 -3.3831
H: 3.1805 -4.4613 -2.9077
H: 5.8999 -2.5015 -1.6113
O: -2.2579 0.4808 4.9301
S: -3.2981 -0.4623 5.2326
O: -3.5682 -1.5027 4.2870
O: -4.6146 0.3170 5.5983
C: -5.1538 1.2534 4.6264
C: -5.7894 0.5433 3.4494
C: -3.0242 -1.1715 6.8143
H: -4.3657 1.9425 4.3211
H: -5.9021 1.8211 5.1729
H: -5.0465 -0.0013 2.8699
H: -6.2753 1.2624 2.7902
H: -6.5283 -0.1773 3.7991
H: -2.8253 -0.3777 7.5280
H: -2.1623 -1.8276 6.7141
H: -3.9083 -1.7416 7.0886
O: 3.7408 6.0787 -2.6184
S: 3.2456 5.3167 -3.7231
O: 3.1414 3.8904 -3.5818
O: 4.0976 5.6539 -5.0103
C: 5.5417 5.5529 -4.9268
C: 6.0443 4.1254 -4.9200
C: 1.7188 5.9506 -4.3009
H: 5.8783 6.1092 -4.0516
H: 5.8830 6.0812 -5.8129
H: 5.7372 3.5947 -4.0208
H: 7.1333 4.1316 -4.9632
H: 5.6614 3.5811 -5.7831
H: 1.8036 7.0245 -4.4357
H: 0.9708 5.7169 -3.5466
H: 1.4840 5.4545 -5.2371
O: 0.3203 5.2098 -7.3071
S: 1.1559 4.4270 -8.1712
O: 2.3212 5.0239 -8.7420
O: 0.2602 3.7851 -9.3009
C: -0.5606 4.6763 -10.1060
C: 0.2342 5.4755 -11.1150
C: 1.6103 2.9357 -7.3583
H: -1.1340 5.3170 -9.4358
H: -1.2543 4.0011 -10.6000
H: 0.9082 6.1797 -10.6321
H: -0.4558 6.0359 -11.7455
H: 0.8305 4.8155 -11.7438
H: 0.7196 2.4772 -6.9389
H: 2.3101 3.2144 -6.5709
H: 2.0919 2.2820 -8.0798
O: -9.1395 -1.1656 5.3827
S: -8.6494 -1.5665 6.6666
O: -7.3149 -2.0707 6.7919
O: -9.6668 -2.5844 7.3172
C: -10.0352 -3.7620 6.5509
C: -8.9431 -4.8079 6.4959
C: -8.8654 -0.2606 7.8226
H: -10.3474 -3.4437 5.5560
H: -10.9111 -4.1385 7.0726
H: -8.0736 -4.4542 5.9456
H: -9.3289 -5.6974 5.9980
H: -8.6198 -5.0778 7.5006
H: -9.8826 0.1122 7.7504
H: -8.1502 0.5115 7.5481
H: -8.6520 -0.6382 8.8182

Summary:
LUMO level: -2.575 eV
spin multiplicity: 1
total energy: -117882.695 eV
charge: +1

***

Question: Among the records above, which one has the lowest spin multiplicity?
Answer: C24H57B2IN3O17S4